[1]
# C45H67BBrClN7O3S2SiTl

A molecular structure, C45H67BBrClN7O3S2SiTl (wB97M-V/def2-TZVPD, OMol25).

Geometry as XYZ:
```
129
Properties=species:S:1:pos:R:3:forces:R:3
Tl 0.031888 -0.636746 -0.111114 0.026 0.081 -0.124
C 2.727390 -0.820608 -2.827008 -0.065 0.006 0.054
N 2.615096 -0.078441 -1.589754 0.014 0.026 -0.066
C 2.178512 1.289277 -1.852755 -0.005 -0.144 0.053
C 3.733787 -0.144779 -0.701949 0.021 -0.021 -0.079
C 4.995331 -0.479013 -1.166361 -0.024 0.070 0.007
C 6.120425 -0.468689 -0.339744 -0.033 0.003 0.033
C 5.955515 -0.063071 0.973682 -0.034 -0.006 -0.059
C 4.696975 0.251503 1.467564 0.088 0.039 0.030
C 3.521913 0.158781 0.684875 -0.068 0.077 -0.092
N 2.253181 0.422265 1.097966 -0.093 -0.060 0.082
C 1.923196 0.540800 2.425947 0.115 0.067 0.096
C 2.567598 -0.099897 3.501863 -0.004 -0.031 -0.012
C 2.150429 0.049460 4.816510 -0.034 -0.048 0.067
C 1.052695 0.834683 5.126634 -0.021 -0.096 -0.018
C 0.352986 1.433427 4.081339 -0.001 -0.013 -0.025
C 0.756849 1.292870 2.763700 -0.061 -0.026 -0.133
N -0.018321 1.834503 1.696294 0.088 0.001 0.053
C 0.619652 2.958810 1.039472 0.022 0.048 -0.034
C -1.417525 2.073831 1.980323 -0.061 0.091 0.068
H 3.415457 -0.345294 -3.550421 -0.015 -0.017 -0.015
H 3.066981 -1.836119 -2.630342 -0.017 -0.012 0.030
H 1.736352 -0.881125 -3.288893 0.056 -0.002 0.050
H 2.931053 1.847041 -2.436706 0.004 0.001 0.009
H 1.243192 1.270363 -2.425073 0.100 -0.010 0.083
H 1.998866 1.799849 -0.908041 0.032 -0.067 -0.119
H 5.114726 -0.740874 -2.210384 0.009 -0.008 0.003
H 7.092225 -0.748370 -0.728543 -0.004 -0.004 0.003
H 6.811541 0.002283 1.638512 0.000 0.006 -0.010
H 4.613422 0.573171 2.496176 0.039 0.022 -0.099
H 3.390837 -0.769467 3.290137 -0.091 0.000 0.022
H 2.682857 -0.478095 5.601990 0.001 0.005 0.001
H 0.715013 0.950100 6.149911 0.006 0.015 0.012
H -0.545398 1.998318 4.297243 0.025 0.001 0.008
H 0.601775 3.863328 1.673044 -0.044 0.010 -0.003
H 1.655755 2.705918 0.817598 -0.058 0.040 0.069
H 0.101955 3.183514 0.100195 0.020 -0.040 0.067
H -1.589553 2.973487 2.599666 0.058 0.054 -0.026
H -1.942883 2.221945 1.032453 0.001 -0.006 -0.026
H -1.846677 1.203874 2.482226 0.008 0.137 -0.164
C 1.449601 -4.122897 1.982487 -0.111 -0.001 -0.004
N 0.250233 -4.467067 1.244801 0.031 0.124 0.028
C -0.920515 -4.938608 1.803544 0.052 0.013 -0.004
C -1.816194 -5.019046 0.799203 0.028 0.036 -0.106
N -1.211936 -4.598720 -0.370167 -0.211 0.051 0.134
B -1.999933 -4.802980 -1.729991 0.084 -0.041 -0.026
N -1.450810 -3.924414 -2.879690 -0.165 -0.120 -0.149
C -0.476646 -4.360519 -3.752651 -0.088 -0.039 0.051
C -0.197735 -3.374784 -4.622466 -0.001 0.084 0.034
N -1.005381 -2.305605 -4.263799 -0.031 -0.019 -0.038
C -1.003788 -1.019202 -4.902956 -0.035 -0.021 -0.059
C -1.810627 -2.662092 -3.216859 0.237 0.072 0.165
S -3.001121 -1.669730 -2.524598 0.047 -0.133 -0.098
C 0.054883 -4.231907 -0.084495 0.031 -0.106 -0.145
S 1.239358 -3.578725 -1.134193 0.028 -0.029 0.271
H 1.599008 -4.864522 2.769202 0.000 0.010 0.009
H 1.348106 -3.125128 2.413512 0.016 0.008 -0.033
H 2.290128 -4.136081 1.293914 0.018 0.012 -0.020
H -1.020629 -5.129895 2.858391 0.022 0.018 -0.032
H -2.847441 -5.326922 0.807090 0.042 0.022 -0.004
H -1.855069 -5.969134 -2.068925 0.042 0.041 -0.002
H -3.153678 -4.536424 -1.510654 -0.004 -0.051 0.004
H -0.033147 -5.332413 -3.638730 -0.018 0.011 -0.004
H 0.527268 -3.304771 -5.414657 -0.015 0.013 0.024
H -1.547400 -1.045997 -5.852450 -0.007 0.032 -0.010
H 0.023781 -0.696400 -5.083229 -0.015 -0.009 -0.007
H -1.497408 -0.320215 -4.234034 -0.028 0.066 0.040
C -1.638163 -2.348341 7.480133 0.011 0.000 0.017
C -2.897940 -1.817832 6.853516 -0.005 0.037 0.059
C -3.819327 -1.094772 7.607158 0.025 -0.012 0.010
C -4.977789 -0.624032 7.020392 -0.029 0.011 0.008
Cl -6.125243 0.275738 7.998951 0.025 -0.019 -0.021
C -5.254133 -0.851185 5.683306 0.001 0.002 -0.005
C -4.340869 -1.566094 4.926260 -0.038 0.022 -0.022
C -3.174184 -2.048474 5.504387 0.063 -0.025 0.000
O -2.326154 -2.823308 4.765843 0.044 0.099 -0.090
C -1.126470 -2.177233 4.287473 -0.063 -0.099 0.041
C -1.327556 -1.405452 2.972005 -0.087 -0.099 -0.160
O -2.354694 -0.717251 2.872717 0.074 -0.250 0.036
O -0.384391 -1.546712 2.143229 -0.074 -0.037 0.310
H -1.743705 -2.412760 8.564142 -0.004 0.001 -0.011
H -0.782248 -1.704346 7.262554 -0.026 -0.005 0.005
H -1.400795 -3.336330 7.084415 -0.013 0.012 0.004
H -3.633435 -0.908163 8.658084 -0.001 -0.002 -0.014
H -6.159226 -0.460310 5.237732 0.017 -0.009 0.013
H -4.488894 -1.727785 3.868009 0.015 -0.009 0.019
H -0.392423 -2.968784 4.155374 -0.002 -0.030 -0.027
H -0.759277 -1.476494 5.039142 0.088 0.087 -0.010
C -5.094061 1.706293 -2.030700 -0.003 -0.016 0.023
C -4.764679 2.424117 -3.353235 -0.029 -0.003 -0.011
C -5.909650 3.394045 -3.689253 -0.048 0.019 0.010
C -4.732545 1.318312 -4.420781 -0.046 0.019 -0.060
Si -3.079109 3.334781 -3.262778 -0.083 -0.045 0.019
Br -1.701492 1.919709 -2.221644 0.070 0.060 0.041
C -2.303243 3.662601 -4.991380 0.015 0.033 -0.023
C -1.101033 4.611682 -4.871577 0.021 0.003 -0.043
C -1.769133 2.367604 -5.623360 0.013 -0.012 -0.037
C -3.318196 4.292408 -5.958710 -0.008 0.016 -0.045
C -3.136998 4.917655 -2.168933 0.016 0.020 0.037
C -3.941128 4.635704 -0.889587 0.016 0.029 0.040
C -1.733949 5.355863 -1.711460 0.010 0.032 0.019
C -3.796627 6.099197 -2.896839 -0.022 0.046 0.003
H -6.094206 1.265412 -2.120666 0.030 -0.001 0.005
H -5.097951 2.361874 -1.160530 -0.009 -0.054 -0.066
H -4.393700 0.892262 -1.839205 -0.004 0.015 -0.004
H -6.826791 2.815950 -3.855238 0.022 0.013 0.013
H -5.723555 3.978578 -4.595092 -0.009 -0.034 0.043
H -6.111415 4.092252 -2.873171 0.010 -0.033 -0.044
H -5.673015 0.757218 -4.364457 0.015 0.028 -0.022
H -3.935718 0.596391 -4.231476 0.033 -0.025 0.008
H -4.642239 1.707492 -5.438924 -0.011 -0.018 0.078
H -0.371487 4.255035 -4.139806 -0.035 0.000 -0.029
H -1.395242 5.626904 -4.599384 0.007 -0.042 -0.011
H -0.596034 4.666629 -5.844280 -0.013 0.005 0.030
H -0.965113 1.936925 -5.024708 -0.023 0.025 -0.023
H -1.362276 2.605898 -6.615078 -0.006 -0.015 0.036
H -2.533268 1.602171 -5.751926 0.033 0.039 0.016
H -3.737509 5.228254 -5.579874 0.019 -0.044 -0.011
H -4.147845 3.619013 -6.182731 0.052 0.025 0.013
H -2.815025 4.517986 -6.907889 -0.018 -0.002 0.027
H -3.518433 3.804718 -0.319065 -0.009 0.028 -0.023
H -4.989992 4.415062 -1.091068 0.047 0.032 0.003
H -3.908771 5.526435 -0.250156 0.005 -0.031 -0.012
H -1.167364 4.531564 -1.273278 -0.055 0.059 -0.015
H -1.842949 6.128307 -0.940169 0.007 -0.010 -0.040
H -1.141067 5.783664 -2.519963 -0.024 -0.044 0.041
H -4.823218 5.883313 -3.204823 0.073 0.010 0.011
H -3.234682 6.406070 -3.781749 -0.016 -0.009 0.040
H -3.830350 6.962097 -2.219611 -0.011 -0.024 -0.017
```
Forces are in eV/Å.

Summary:
HOMO level, eV: -1.4
Net charge: -2
2S+1: 1
Electronic energy, Ha: -6681.61865

Löwdin atomic charge list, values in e, 6 entries: 0.785 -0.134 -0.249 -0.116 -0.191 -0.058

[2]
# C16H27AsIO5Pt

A molecular structure, C16H27AsIO5Pt (wB97M-V/def2-TZVPD, OMol25).

Geometry as XYZ:
```
51
Properties=species:S:1:pos:R:3:forces:R:3
Pt 0.143137 -0.087798 0.420032 -0.349 -0.179 0.190
C 3.084562 0.206711 -0.027764 0.058 0.023 -0.003
O 2.130435 -0.350884 0.909156 0.122 -0.034 -0.078
C 2.374813 0.143360 2.272154 -0.047 0.007 -0.031
C 1.275381 -0.272172 3.232497 -0.028 -0.094 -0.240
O 0.139455 0.506170 2.926387 0.128 0.406 0.521
C -1.159851 0.025258 3.168520 -0.023 -0.169 -0.195
C -2.088237 0.733445 2.202654 0.072 -0.007 -0.080
O -1.897985 0.290070 0.819046 0.121 -0.107 -0.067
C -2.696422 1.089419 -0.084556 0.064 -0.037 -0.041
H 4.086141 -0.042864 0.318817 0.018 0.007 -0.006
H 2.887301 -0.259238 -0.988721 0.014 -0.001 -0.005
H 2.945426 1.284726 -0.090655 0.006 -0.010 -0.003
H 3.333990 -0.281576 2.570407 -0.006 0.036 0.039
H 2.427428 1.232612 2.229695 0.002 -0.010 -0.025
H 1.068176 -1.344244 3.134860 -0.041 0.010 0.034
H 1.624557 -0.076673 4.250696 0.014 -0.018 0.007
H -1.217787 -1.061926 3.026123 0.032 -0.006 0.043
H -1.487356 0.260167 4.185707 -0.033 -0.022 0.014
H -3.129772 0.513936 2.441958 0.005 0.051 0.061
H -1.902661 1.809169 2.242875 0.001 -0.012 -0.029
H -2.387695 2.133177 -0.034637 0.015 0.019 -0.003
H -2.535476 0.695088 -1.083278 -0.010 0.013 -0.014
H -3.741971 0.986722 0.204931 0.004 0.006 -0.015
I -0.284691 1.928449 -6.694174 0.000 -0.004 0.001
C -0.117062 2.192077 -4.635818 0.001 0.009 0.019
C 0.024408 1.087161 -3.809344 -0.001 -0.043 -0.023
C 0.141452 1.267194 -2.439195 -0.022 0.063 0.051
C 0.110203 2.539077 -1.875050 0.008 0.005 0.035
C -0.038788 3.634947 -2.723210 -0.003 -0.006 -0.019
C -0.148320 3.469884 -4.093677 0.000 -0.006 -0.002
C 0.223235 2.849489 -0.394444 -0.088 0.095 0.011
O 0.056529 3.988556 -0.018998 0.017 -0.012 -0.013
O 0.527926 1.900713 0.470852 -0.028 -0.141 -0.024
H 0.047109 0.091976 -4.233448 0.000 0.001 -0.001
H 0.238050 0.385394 -1.805898 0.076 0.049 -0.126
H -0.065945 4.622796 -2.285052 0.001 -0.001 0.004
H -0.258106 4.332302 -4.736227 -0.001 0.004 -0.001
C 0.909459 -3.575799 1.327335 -0.015 0.010 0.003
As -0.175987 -2.432871 0.208582 -0.104 0.056 0.028
C -1.980195 -3.047513 0.509171 0.001 -0.011 -0.005
C 0.226314 -3.044118 -1.578556 0.015 0.045 -0.002
H 0.855130 -4.601392 0.965056 -0.010 0.013 -0.012
H 0.545263 -3.543787 2.353103 0.008 0.009 -0.002
H 1.942111 -3.233165 1.298021 0.003 -0.008 0.002
H -2.039398 -4.118125 0.319573 -0.001 0.003 -0.001
H -2.655054 -2.520224 -0.162613 -0.001 0.000 0.000
H -2.275255 -2.845165 1.537191 0.004 0.005 -0.001
H -0.047029 -4.092364 -1.688845 0.005 -0.001 0.021
H 1.292544 -2.925741 -1.765559 -0.002 0.005 -0.012
H -0.329491 -2.442404 -2.295693 -0.002 -0.012 -0.004
```
Forces are in eV/Å.

Summary:
HOMO level, eV: -11.0
Net charge: +1
2S+1: 1
Electronic energy, Ha: -3654.56281

Löwdin atomic charge list, values in e, 6 entries: 1.014 -0.036 -0.396 -0.121 -0.169 -0.193

[3]
# C26H29O3S

2 unconnected molecules or ions with the total composition C26H29O3S (wB97M-V/def2-TZVPD, OMol25).

Geometry as XYZ:
```
59
Properties=species:S:1:pos:R:3:forces:R:3
C -2.153850 3.741663 2.477322 -0.097 0.074 -0.157
C -2.111640 2.398740 3.167620 0.184 0.540 0.071
O -1.918051 1.396783 2.151165 0.052 -0.727 0.470
C -1.776171 0.149121 2.671391 0.321 -0.379 0.847
C -2.160549 -0.864655 1.707468 0.641 1.541 0.326
S -2.509724 -2.405768 2.340437 -0.884 0.114 0.228
C -3.801561 -2.104956 3.572224 -0.218 -0.634 -0.025
C -3.471026 -3.038296 0.938829 -0.013 -0.344 0.434
O -1.386473 -0.080647 3.827541 -0.669 0.153 -1.616
H -2.255032 4.529784 3.231769 -0.042 -0.108 -0.189
H -1.230294 3.926812 1.909314 -0.279 -0.095 0.173
H -3.011407 3.783404 1.791622 0.269 0.121 0.150
H -1.295351 2.361364 3.894155 -0.187 -0.141 -0.089
H -3.064991 2.177605 3.667552 0.277 0.079 0.030
H -2.759652 -0.542361 0.863388 -0.008 -0.070 0.074
H -3.369574 -1.459539 4.341613 0.010 -0.082 -0.244
H -4.670155 -1.656561 3.081373 0.201 0.003 0.134
H -4.049344 -3.085283 3.996331 -0.074 0.253 0.017
H -2.812959 -3.090332 0.066265 -0.116 0.056 0.189
H -3.790866 -4.051207 1.207656 -0.016 0.246 -0.149
H -4.330339 -2.381163 0.763484 0.266 -0.154 0.013
C 4.305181 -4.037498 2.857063 0.276 -0.190 0.070
C 3.180170 -3.307661 2.192044 -0.176 0.252 0.163
C 1.854079 -3.572930 2.564515 -0.128 0.263 -0.101
C 0.812615 -2.835517 2.025266 0.006 0.188 -0.480
C 1.037656 -1.818379 1.044157 1.218 -0.861 1.141
C -0.064313 -1.147795 0.438738 -1.146 -0.950 -1.415
C 0.037147 -0.005312 -0.420592 -0.206 1.162 -0.383
C 1.101261 0.935944 -0.355693 0.037 -0.308 -0.003
C 1.247331 1.949556 -1.295212 -0.199 -0.083 0.011
C 0.264406 2.113709 -2.276535 -0.047 0.617 -0.437
O 0.302303 3.223025 -3.123857 -0.049 -0.596 0.652
C 0.936585 3.099402 -4.366828 0.157 -0.392 -0.334
C 0.149722 3.154942 -5.521980 0.285 -0.204 0.395
C 0.753967 2.910266 -6.753650 0.108 0.197 0.005
C 2.129494 2.681738 -6.835492 -0.018 0.112 0.204
C 2.909176 2.711665 -5.676371 -0.039 0.053 0.039
C 2.320381 2.920651 -4.428624 -0.404 0.011 -0.127
C -0.843993 1.254478 -2.333679 0.055 0.084 0.008
C -0.954916 0.226760 -1.416756 0.285 -0.275 0.172
C 2.389569 -1.636057 0.621612 -0.432 0.202 0.184
C 3.426416 -2.345783 1.206080 -0.040 -0.079 0.086
H 5.253739 -3.505525 2.734603 -0.161 -0.125 -0.048
H 4.139911 -4.177031 3.934436 -0.097 0.059 -0.336
H 4.410300 -5.033229 2.408062 0.063 0.125 0.107
H 1.661742 -4.354465 3.304471 -0.026 0.333 -0.208
H -0.211760 -3.024256 2.352283 0.627 0.006 -0.065
H -0.956632 -1.776790 0.289526 1.219 0.452 -0.498
H 1.845122 0.838770 0.433147 -0.251 0.149 -0.141
H 2.103398 2.628252 -1.273472 -0.406 -0.189 0.120
H -0.914488 3.376111 -5.435062 0.280 -0.163 -0.024
H 0.143188 2.920496 -7.656481 0.194 0.007 0.216
H 2.601973 2.519574 -7.803462 -0.143 -0.003 0.252
H 3.990016 2.581311 -5.731745 -0.288 0.008 -0.059
H 2.911570 2.962144 -3.510804 -0.156 -0.091 -0.367
H -1.613577 1.418008 -3.092157 0.317 -0.033 0.264
H -1.808650 -0.448129 -1.481835 0.156 0.130 0.039
H 2.616809 -0.953349 -0.194569 -0.062 -0.240 0.229
H 4.462114 -2.151602 0.910334 -0.427 -0.076 -0.022
```
Forces are in eV/Å.

Summary:
HOMO level, eV: -10.9
Net charge: +1
2S+1: 1
Electronic energy, Ha: -1631.71892

Löwdin atomic charge list, values in e, 6 entries: -0.068 -0.226 -0.029 -0.569 -0.355 1.057

Asked for strongest force on any atom across the records above, the calculation gives 0.3; 0.7; 2.1 eV/A in order.
Asked for ΔE to the lowest compared entry with this formula, charge and spin across the records above, the calculation gives 2.84; 20.49; 0.00 kcal/mol in order.
Asked for molar mass across the records above, the calculation gives 1176.8; 696.3; 421.6 g mol⁻¹ in order.